{
  "formula": "C22H45F3N14O11",
  "method": "ωB97M-V with the def2-TZVPD basis set",
  "orbital_gap_ev": 9.15,
  "homo_energy_ev": -9.30,
  "total_charge": 0,
  "smiles": "CCOC(=O)CCC[C@](C#N)(CCC(=O)O)[C@@H](C#N)C[C@@H](O)C(F)(F)F.NC(N)=O.NC(N)=O.NC(N)=O.NC(N)=O.NC(N)=O.NC(N)=O",
  "elements": ["C", "C", "O", "C", "O", "C", "C", "C", "C", "C", "N", "C", "C", "C", "O", "O", "C", "C", "N", "C", "C", "O", "C", "F", "F", "F", "H", "H", "H", "H", "H", "H", "H", "H", "H", "H", "H", "H", "H", "H", "H", "H", "H", "H", "H", "H", "H", "N", "C", "N", "O", "H", "H", "H", "H", "N", "C", "N", "O", "H", "H", "H", "H", "N", "C", "N", "O", "H", "H", "H", "H", "N", "C", "N", "O", "H", "H", "H", "H", "N", "C", "N", "O", "H", "H", "H", "H", "N", "C", "N", "O", "H", "H", "H", "H"],
  "coordinates": [[5.3525, -2.0453, -0.5854], [5.2038, -0.6348, 0.2261], [5.1421, 0.5140, -0.6707], [3.7875, 0.7792, -1.0807], [3.0367, 1.4394, -0.2870], [3.2857, 0.1849, -2.4889], [1.7912, 0.7604, -2.8312], [0.7634, -0.1636, -2.0049], [-0.7616, 0.3511, -2.0138], [-1.0170, 1.2348, -3.3558], [-1.1119, 2.0214, -4.2797], [-0.9339, 1.2540, -0.6588], [-2.4005, 1.9003, -0.5067], [-3.1706, 1.4728, 0.8390], [-2.6803, 0.7085, 1.7328], [-4.4928, 2.0033, 1.1276], [-1.8589, -0.8659, -2.0298], [-1.5837, -1.6907, -3.3684], [-1.2826, -2.3035, -4.3681], [-1.7706, -1.7199, -0.6677], [-2.1815, -3.2654, -0.7988], [-3.4127, -3.4919, -1.5449], [-0.9592, -4.2292, -1.2977], [-1.1983, -4.7943, -2.5969], [0.3027, -3.5254, -1.3606], [-0.7728, -5.3312, -0.3973], [6.4372, -2.4368, -0.5000], [5.1162, -1.8795, -1.7051], [4.5765, -2.8204, -0.2070], [6.0878, -0.5371, 0.9461], [4.2368, -0.6305, 0.8667], [4.0262, 0.3384, -3.3499], [3.1800, -0.9551, -2.3354], [1.6298, 0.6590, -3.9766], [1.8032, 1.8577, -2.5031], [1.1169, -0.1386, -0.8966], [0.9143, -1.2449, -2.3558], [-0.1730, 2.1218, -0.7492], [-0.5933, 0.6309, 0.2461], [-2.2361, 3.0572, -0.4156], [-3.0418, 1.7697, -1.4627], [-5.1126, 1.2544, 0.9118], [-2.8857, -0.3389, -2.0985], [-2.5399, -1.2437, 0.0634], [-0.7503, -1.6094, -0.1224], [-2.4103, -3.6309, 0.2830], [-3.4802, -4.4822, -1.6216], [-2.0454, 6.5688, -2.8277], [-1.3488, 5.7090, -2.0482], [-0.2298, 6.2300, -1.4933], [-1.7048, 4.5518, -1.8614], [-1.7713, 7.5204, -2.9941], [-2.8857, 6.2189, -3.2599], [0.3187, 5.6213, -0.9055], [0.0779, 7.1780, -1.6356], [-0.1012, 8.6203, 1.1550], [0.8429, 9.3609, 0.5256], [1.1360, 10.5373, 1.1301], [1.3872, 8.9967, -0.5061], [-0.5597, 8.9018, 2.0028], [-0.3474, 7.7366, 0.7357], [1.8341, 11.1171, 0.6919], [0.7007, 10.8547, 1.9772], [0.4189, 0.3440, 2.8999], [1.1677, -0.4189, 3.7313], [0.4543, -1.1799, 4.5966], [2.3896, -0.4213, 3.7038], [-0.5869, 0.3600, 2.9065], [0.9131, 0.9250, 2.2404], [0.9752, -1.7623, 5.2328], [-0.5491, -1.1919, 4.6351], [-1.1430, -8.3169, 0.6718], [-0.4513, -9.1754, 1.4568], [0.6677, -8.6530, 2.0197], [-0.8051, -10.3299, 1.6448], [-0.8678, -7.3654, 0.5060], [-1.9847, -8.6676, 0.2327], [1.2107, -9.2612, 2.6115], [0.9760, -7.7081, 1.8783], [3.7037, 3.7275, 1.7818], [3.6854, 5.0288, 1.4089], [3.7954, 5.9135, 2.4313], [3.5778, 5.3796, 0.2435], [3.7908, 3.4192, 2.7335], [3.6242, 3.0381, 1.0490], [3.7856, 6.8927, 2.1939], [3.8845, 5.6465, 3.3950], [-5.9057, -8.6148, 1.0181], [-4.7496, -7.9358, 0.8346], [-4.6201, -6.8217, 1.5946], [-3.8902, -8.2989, 0.0456], [-6.6238, -8.3337, 1.6609], [-6.0392, -9.4503, 0.4704], [-3.7719, -6.2888, 1.4868], [-5.3139, -6.5065, 2.2482]],
  "atomic_forces_ev_per_a": [[-0.2, 0.4, -0.2], [-0.6, -1.5, 0.7], [-2.1, -0.4, -0.7], [-1.4, 1.6, 2.4], [3.1, -2.9, -3.6], [-0.7, 0.1, 0.5], [1.1, -0.7, 0.1], [0.7, 0.4, 0.4], [0.0, 0.3, -0.4], [0.0, 3.1, -2.3], [0.4, -4.7, 5.2], [0.1, 0.5, -0.8], [0.0, 1.0, 0.8], [0.9, -2.3, 2.7], [-1.6, 3.1, -3.9], [1.6, -1.6, -1.7], [0.7, 0.4, -0.9], [1.0, -1.9, -2.7], [-1.6, 3.4, 5.4], [-0.8, 0.0, 0.3], [0.0, -0.5, 1.4], [1.9, -0.8, 0.5], [1.1, -0.5, -1.3], [0.7, 1.4, 3.6], [-3.1, -2.0, 0.2], [-0.3, 2.6, -2.1], [-1.9, 0.5, -0.1], [0.5, -0.2, 1.8], [1.5, 1.2, -0.5], [-1.3, 0.3, -1.3], [1.6, -0.1, -1.0], [-0.9, 0.0, 1.5], [0.4, 1.7, -0.2], [0.1, 0.3, 2.1], [-0.4, -1.6, -0.6], [-0.6, 0.0, -1.9], [-0.6, 1.6, 0.3], [-1.2, -1.4, 0.1], [-0.9, 0.8, -1.4], [-0.6, -2.0, -0.3], [0.9, 0.2, 1.8], [0.7, 1.0, 0.5], [1.6, -1.3, -0.1], [1.3, -0.9, -1.3], [-1.7, -0.4, -1.2], [0.8, 0.6, -1.7], [-0.1, 1.4, -0.1], [-0.7, 0.2, -0.5], [0.2, -0.1, 0.1], [0.3, 0.0, 0.6], [-0.1, -0.1, 0.1], [0.0, -0.1, 0.0], [0.2, 0.1, 0.1], [0.1, 0.2, -0.2], [0.2, 0.0, 0.0], [-0.5, -0.6, 0.1], [0.1, -0.2, -0.3], [0.4, 0.8, 0.1], [-0.2, 0.0, 0.0], [0.1, 0.0, -0.1], [0.0, 0.1, 0.1], [-0.2, -0.1, 0.1], [0.0, -0.1, -0.1], [-0.2, 0.5, -0.6], [0.5, 0.1, -0.1], [-0.2, -0.6, 0.7], [0.0, 0.0, 0.0], [0.0, 0.0, -0.1], [-0.1, -0.1, 0.1], [-0.1, 0.1, -0.1], [0.1, 0.1, 0.0], [-0.3, 0.0, -0.3], [-0.4, -0.3, -0.2], [0.9, 0.0, 0.6], [0.1, 0.1, 0.1], [0.0, -0.2, 0.0], [0.1, 0.3, 0.2], [-0.1, 0.2, -0.1], [-0.1, -0.1, 0.0], [-0.1, -0.7, -0.1], [0.0, -0.2, -0.5], [0.0, 0.9, 0.5], [-0.1, 0.1, 0.1], [0.0, 0.0, -0.1], [0.0, -0.1, 0.1], [0.0, -0.2, 0.0], [0.0, 0.0, -0.1], [-0.5, -0.6, -0.2], [0.2, -0.2, -0.2], [0.4, 0.8, 0.2], [-0.3, 0.1, -0.2], [0.1, 0.0, -0.1], [0.0, 0.2, 0.1], [-0.2, -0.2, 0.1], [0.1, -0.1, -0.1]]
}

=====

{
  "formula": "C3H4O6P",
  "method": "ωB97M-V with the def2-TZVPD basis set",
  "orbital_gap_ev": 10.08,
  "homo_energy_ev": -16.13,
  "total_charge": 1,
  "elements": ["C", "C", "C", "O", "O", "O", "O", "O", "O", "P", "H", "H", "H", "H"],
  "coordinates": [[1.4226, 0.4027, 0.1462], [0.4967, 1.5613, 0.0879], [0.8780, -1.1335, 0.1747], [2.6173, 0.5244, 0.1143], [-0.8194, 1.1715, -0.4211], [-0.3359, -1.3493, 0.2542], [-2.5452, 0.1918, 1.1879], [1.7048, -2.0896, -0.0283], [-2.4583, -0.5276, -1.1939], [-1.7293, 0.0220, 0.0326], [0.2764, 1.9940, 1.0181], [1.0197, 2.2122, -0.5527], [2.6066, -1.7797, 0.1199], [-3.1340, -1.2002, -0.9399]],
  "atomic_forces_ev_per_a": [[1.6, -2.1, 0.3], [-1.5, -1.8, -0.2], [0.2, 1.9, -0.7], [-0.9, -0.2, 0.1], [1.1, 0.2, -1.2], [-1.7, 0.5, -0.1], [0.0, -0.4, 1.7], [-0.8, 0.2, 0.6], [0.2, -1.0, -0.8], [0.6, -0.1, 0.3], [0.3, 0.7, 1.5], [-0.2, 1.3, -1.1], [0.8, 0.2, -0.2], [0.3, 0.5, -0.3]]
}

=====

{
  "formula": "C38H38BCl2N6O4S2V",
  "method": "ωB97M-V with the def2-TZVPD basis set",
  "multiplicity": 2,
  "orbital_gap_ev": [5.85, 5.32],
  "homo_energy_ev": [-3.38, -2.86],
  "total_charge": -1,
  "s2": 0.7569,
  "elements": ["V", "C", "C", "C", "C", "N", "N", "B", "N", "N", "C", "C", "C", "C", "C", "C", "C", "C", "C", "C", "N", "N", "C", "C", "C", "C", "C", "C", "C", "C", "C", "C", "C", "C", "C", "C", "C", "C", "H", "H", "H", "H", "H", "H", "H", "H", "H", "H", "H", "H", "H", "H", "H", "H", "H", "H", "H", "H", "H", "H", "H", "H", "H", "H", "H", "H", "Cl", "C", "C", "C", "C", "C", "Cl", "C", "S", "H", "H", "H", "C", "O", "H", "H", "H", "H", "C", "S", "O", "O", "O", "H", "H", "H"],
  "coordinates": [[0.0850, 0.0172, -0.0590], [-3.5107, 4.0084, 0.2384], [-2.1431, 3.4758, 0.5096], [-1.0357, 4.1368, 0.9755], [-0.0110, 3.1751, 1.0670], [-0.4963, 1.9820, 0.6597], [-1.7988, 2.1874, 0.3506], [-2.7093, 0.9994, 0.0098], [-2.4786, -0.0735, 1.0909], [-1.2766, -0.6706, 1.2475], [-1.3562, -1.3946, 2.3798], [-2.6380, -1.2478, 2.9344], [-3.3237, -0.4205, 2.0787], [-4.7395, 0.0469, 2.1541], [-0.3098, -2.2026, 3.0345], [0.4077, -3.2090, 2.3931], [1.3482, -3.9568, 3.0829], [1.5734, -3.7348, 4.4334], [0.8440, -2.7550, 5.0920], [-0.0908, -2.0034, 4.3995], [-2.3594, 0.4037, -1.3534], [-1.1738, -0.2089, -1.5561], [-1.2411, -0.7624, -2.7873], [-2.5034, -0.4851, -3.3454], [-3.1707, 0.2754, -2.4181], [-4.5160, 0.9154, -2.5231], [-0.2390, -1.5107, -3.5725], [1.1040, -1.1508, -3.6668], [1.9581, -1.8159, -4.5304], [1.4930, -2.8558, -5.3207], [0.1644, -3.2378, -5.2259], [-0.6901, -2.5703, -4.3632], [1.3277, 3.5419, 1.5891], [2.5427, 2.9837, 1.1897], [3.7476, 3.4754, 1.6658], [3.7785, 4.5485, 2.5440], [2.5818, 5.1071, 2.9594], [1.3763, 4.6003, 2.5006], [-3.5440, 5.0638, 0.5028], [-4.2621, 3.4751, 0.8222], [-3.7669, 3.9037, -0.8171], [-0.9462, 5.1914, 1.1710], [-3.8451, 1.3613, 0.0221], [-3.0155, -1.7369, 3.8167], [-5.2505, -0.4763, 2.9603], [-5.2615, -0.1590, 1.2192], [-4.7903, 1.1216, 2.3380], [0.2338, -3.4041, 1.3485], [1.9055, -4.7246, 2.5596], [2.3088, -4.3235, 4.9678], [1.0086, -2.5820, 6.1487], [-0.6482, -1.2286, 4.9126], [-2.8480, -0.7589, -4.3284], [-4.9658, 0.6543, -3.4795], [-4.4189, 2.0010, -2.4693], [-5.1805, 0.5916, -1.7209], [1.4589, -0.3401, -3.0636], [3.0027, -1.5313, -4.5779], [2.1603, -3.3681, -6.0033], [-0.2065, -4.0597, -5.8268], [-1.7247, -2.8855, -4.2902], [2.5532, 2.1959, 0.4658], [4.6705, 3.0148, 1.3327], [4.7230, 4.9469, 2.8945], [2.5842, 5.9482, 3.6429], [0.4496, 5.0337, 2.8560], [1.6125, 0.0324, 1.7856], [2.9463, -0.9690, 1.3162], [4.1291, -0.8684, 2.0226], [5.2095, -1.6567, 1.6647], [5.0874, -2.5304, 0.5940], [3.8952, -2.6181, -0.1002], [3.7969, -3.7160, -1.4368], [2.7628, -1.8433, 0.2321], [1.2637, -1.9893, -0.6202], [4.1902, -0.1769, 2.8537], [6.1445, -1.5842, 2.2038], [5.9221, -3.1491, 0.2917], [-1.9214, -3.5646, -1.0302], [-2.8181, -2.6141, -0.4736], [-1.5093, -3.2341, -1.9807], [-2.4120, -4.5376, -1.1595], [-1.0968, -3.6751, -0.3316], [-3.3479, -2.2352, -1.1821], [2.3682, 2.3663, -3.3047], [0.9425, 2.2335, -2.2060], [0.9015, 3.5309, -1.5719], [-0.2142, 1.9346, -3.0185], [1.3427, 1.0990, -1.3099], [2.0947, 3.0677, -4.0885], [2.6304, 1.3975, -3.7226], [3.1743, 2.7618, -2.6898]],
  "atomic_forces_ev_per_a": [[3.7, 0.0, 0.5], [0.1, -0.1, 0.0], [-0.1, -0.1, 0.2], [0.3, 0.0, 0.1], [-0.6, -0.1, 0.0], [-0.2, 0.7, 0.3], [-0.2, 0.5, -0.1], [0.5, -0.2, 0.0], [-0.6, -0.2, 0.2], [-1.2, -0.6, 1.3], [-0.4, 0.2, -0.1], [0.1, -0.2, 0.0], [0.1, 0.1, 0.0], [0.1, 0.0, -0.1], [0.2, -0.1, 0.0], [-0.1, 0.0, 0.0], [0.1, -0.1, 0.0], [0.0, 0.0, 0.0], [0.0, -0.1, 0.0], [0.0, 0.1, 0.0], [-0.6, 0.1, -0.4], [-1.2, -0.7, -1.7], [-0.5, 0.3, 0.2], [0.2, -0.1, 0.0], [-0.1, 0.0, 0.1], [0.1, 0.0, 0.1], [0.2, 0.0, 0.0], [-0.2, 0.0, -0.1], [0.1, 0.0, 0.0], [0.0, 0.0, 0.0], [0.0, -0.1, -0.1], [0.0, 0.0, 0.1], [0.1, -0.1, -0.1], [-0.1, 0.2, -0.1], [0.0, 0.0, 0.0], [0.1, -0.1, 0.0], [0.0, 0.1, 0.1], [0.0, 0.0, 0.1], [0.0, 0.0, 0.0], [0.0, 0.0, 0.0], [0.0, 0.0, 0.0], [0.0, 0.0, 0.0], [-0.1, 0.0, 0.0], [0.0, 0.0, 0.0], [0.0, 0.0, 0.0], [0.0, 0.0, 0.0], [-0.1, 0.0, 0.0], [0.0, 0.0, -0.1], [0.0, 0.0, 0.0], [0.0, 0.0, 0.0], [0.0, 0.1, 0.0], [0.0, 0.0, 0.0], [0.0, 0.1, 0.0], [0.0, 0.0, 0.0], [-0.1, 0.0, 0.0], [0.0, 0.0, 0.0], [0.1, 0.1, 0.2], [0.0, 0.0, 0.0], [0.0, 0.0, 0.0], [0.0, 0.0, 0.0], [0.0, 0.0, 0.0], [-0.1, -0.3, -0.3], [0.0, 0.0, 0.0], [0.0, 0.0, 0.0], [0.0, 0.0, 0.0], [0.1, 0.0, 0.0], [0.2, 0.2, 0.5], [0.4, -0.5, -0.3], [-0.1, 0.1, 0.2], [0.0, 0.0, 0.0], [0.1, -0.1, 0.0], [-0.2, 0.3, 0.3], [0.1, -0.2, -0.1], [0.2, 0.0, 0.2], [-0.2, -0.4, -0.3], [0.0, 0.0, 0.0], [0.0, 0.0, 0.0], [0.0, 0.0, 0.0], [-0.2, -0.1, 0.2], [-0.2, -0.1, 0.0], [0.0, 0.0, 0.0], [0.0, 0.0, 0.0], [0.0, 0.0, 0.0], [0.1, 0.0, -0.1], [-0.4, -0.2, 0.4], [0.7, 0.5, -1.1], [0.0, 0.0, 0.4], [0.0, -0.1, -0.1], [-0.1, 0.6, 0.0], [0.0, 0.0, 0.0], [0.0, 0.0, 0.0], [0.1, 0.0, -0.1]]
}

=====

{
  "formula": "C4H15N2O",
  "method": "ωB97M-V with the def2-TZVPD basis set",
  "orbital_gap_ev": 4.72,
  "homo_energy_ev": -14.33,
  "total_charge": 1,
  "elements": ["C", "C", "C", "C", "N", "N", "H", "H", "H", "H", "H", "H", "H", "H", "H", "H", "H", "H", "H", "H", "H", "O"],
  "coordinates": [[-0.3361, -0.7579, -1.8874], [0.8737, 0.1329, -1.5135], [1.6883, -0.5843, -0.4327], [1.1227, -0.5651, 1.0185], [0.7941, 0.6962, 1.6134], [-2.3712, -0.2352, 1.4806], [-0.9648, -0.0811, -2.4796], [-0.2730, -1.6804, -2.4537], [0.4818, 1.0803, -1.1091], [1.5680, 0.3237, -2.3415], [1.9923, -1.6043, -0.6722], [2.6223, -0.0045, -0.3956], [1.8485, -0.9785, 1.7242], [0.2712, -1.2558, 1.0410], [0.2502, 1.2786, 0.9708], [1.6115, 1.0756, 2.0770], [-0.9360, -0.8090, -0.9671], [-3.2488, -0.6775, 1.2368], [-1.9940, 0.4121, 0.7806], [-2.4944, 0.2378, 2.3762], [-1.4038, 2.4491, 0.0828], [-1.1025, 1.5473, -0.1496]],
  "atomic_forces_ev_per_a": [[-0.8, 2.7, -0.2], [-0.1, -3.6, 0.7], [1.4, 2.5, -1.3], [-0.2, -0.6, 2.5], [0.6, -1.4, -2.0], [-0.2, 0.4, 0.7], [-0.1, -0.4, -0.3], [0.6, -0.2, 0.4], [-0.1, 0.5, -0.3], [-0.3, 0.4, 0.0], [-0.6, -0.2, 0.2], [0.1, -0.3, 0.4], [0.2, -0.4, -0.5], [-0.2, 0.4, -0.3], [-0.8, 0.6, 0.3], [-0.3, 0.5, 0.4], [0.1, -0.8, -0.1], [0.0, -0.1, -0.2], [0.3, 0.0, -0.4], [0.1, -0.1, -0.2], [0.2, 0.0, -0.3], [0.1, -0.2, 0.8]]
}